DFT (ωB97M-V/def2-TZVPD) results for an isolated molecule of C4H6N2O3S3.

XYZ file:
```
18
Properties=species:S:1:pos:R:3:forces:R:3:lowdin_spin:R:1
S -1.3763 -2.2776 -1.4581 0.67 -0.57 0.09 0.085
O -0.5761 -1.5823 2.0611 0.15 -4.18 0.61 0.604
S -1.2068 0.1739 0.2854 -0.24 1.11 0.76 0.192
H 0.4566 1.2809 2.0918 0.95 0.39 0.40 0.013
S 1.3398 -0.8863 -0.6558 0.86 -0.23 0.03 0.033
H -0.8239 1.3717 3.1551 -1.38 0.64 0.49 0.025
O -0.6475 1.5116 0.1729 -0.56 0.03 -0.41 0.133
N -0.6074 -0.1182 -2.4103 2.90 2.40 3.19 0.082
N -1.3818 -0.5605 -3.3310 -1.97 -0.37 -1.97 0.018
H -0.3634 0.8667 -2.2456 -0.36 -0.27 -1.48 0.005
C -0.5947 -0.3982 2.0309 -1.91 1.62 -1.46 0.458
O -2.6239 -0.0680 0.1321 0.74 0.22 0.02 0.096
C -0.0964 0.6914 2.8103 0.44 1.58 -1.47 0.123
C -0.3811 -0.7832 -1.1659 -0.96 -2.24 -2.02 0.085
H 1.9728 -1.4891 -1.7360 -1.06 0.44 0.55 0.003
H 0.4081 0.3323 3.6380 1.54 -0.71 1.47 0.006
H -2.6722 -2.2049 -3.4810 -0.76 -0.57 -1.39 0.000
C -1.8393 -1.7263 -3.0758 0.92 0.72 2.58 0.039
```
Positions in Å, forces in eV/Å.

* net charge: 0
* lowest unoccupied orbital energy (spin up / spin down): 0.37 / -3.33 eV
* spin multiplicity: 3
* frontier orbital gap (spin up / spin down): 0.2372 / 0.1991 Ha
* energy: -45866.9013 eV
* E_HOMO (spin up / spin down): -6.08 / -8.75 eV

---

DFT (ωB97M-V/def2-TZVPD) results for a cluster of 2 separate species, C4H6N2O6 in total.

XYZ file:
```
18
Properties=species:S:1:pos:R:3:forces:R:3:nbo_charge:R:1
H 0.8796 -2.1249 0.1409 -0.32 -0.06 -0.04 0.497
H 0.9352 1.6524 -0.9555 0.00 0.02 0.38 0.392
O 2.5516 0.3294 -1.1878 0.01 0.16 -0.13 -0.781
C -0.5203 -1.0734 -0.7320 0.24 -0.79 0.09 -0.234
O -2.4850 0.2206 -0.9604 -0.11 0.02 0.13 -0.809
C 2.0757 -0.3303 -0.2403 0.47 -0.26 -0.15 0.685
H -0.2413 -0.9740 -1.7789 -0.15 0.07 -0.01 0.152
C 0.8842 0.3024 0.5201 -0.47 1.05 0.24 0.540
H -1.1251 -0.7284 1.4998 -0.04 -0.13 -0.05 0.510
O -2.0057 -0.7076 1.0594 -0.03 0.17 -0.48 -0.776
C -1.7117 -0.5102 -0.2906 -0.27 0.07 0.13 0.635
H -1.3380 1.8022 -0.3013 0.24 -0.04 0.28 0.380
N -0.6047 2.2611 0.2561 -0.02 -0.39 0.26 -0.707
O -0.0711 -2.2518 -0.0994 0.03 -0.19 -0.03 -0.789
N 0.6335 1.5805 0.0124 0.09 0.26 -0.33 -0.507
O 0.5114 -0.0120 1.6707 0.26 0.07 -0.27 -0.758
O 2.4611 -1.4533 0.1628 0.02 -0.10 0.21 -0.777
H -0.8294 2.0173 1.2240 0.03 0.09 -0.23 0.347
```
Positions in Å, forces in eV/Å.

* net charge: -2
* lowest unoccupied orbital energy: 6.73 eV
* frontier orbital gap: 0.2157 Ha
* energy: -19509.5460 eV
* E_HOMO: 0.86 eV

---

DFT (ωB97M-V/def2-TZVPD) results for an isolated molecule of C4H6N2OS.

XYZ file:
```
14
Properties=species:S:1:pos:R:3:forces:R:3:nbo_charge:R:1
N -1.4894 0.1444 -0.3084 0.06 -0.74 -0.66 -0.177
H -1.6492 1.8742 1.4989 1.49 -1.71 0.27 0.410
H -0.0540 -1.5909 -0.9769 0.36 0.42 -0.52 0.244
H 2.9314 -0.7617 -1.0875 -0.22 -0.11 -0.01 0.204
O -2.7353 0.5879 0.1144 -0.65 0.75 0.21 -0.591
C 2.0385 -1.2931 -1.4213 -0.23 0.76 -1.45 -0.286
H -3.4020 0.5100 -0.6009 1.22 -0.29 0.23 0.489
S 2.0609 0.2470 1.3048 -0.80 0.05 -0.25 0.011
H 2.1603 -1.7307 -2.4720 -0.58 -0.03 1.99 0.214
N -0.8425 1.1836 1.6234 -1.79 3.12 1.76 -0.804
C 0.7860 -0.1367 0.3356 0.45 0.64 0.88 -0.118
H -0.1072 1.5704 2.2074 0.13 -0.51 -0.47 0.413
C 0.8774 -1.0566 -0.7713 0.59 -1.55 -0.92 -0.286
C -0.5749 0.4523 0.5538 -0.03 -0.80 -1.05 0.278
```
Positions in Å, forces in eV/Å.

* SMILES: C=CC(=S)/C(N)=N/O
* net charge: 0
* lowest unoccupied orbital energy: -1.06 eV
* frontier orbital gap: 0.2861 Ha
* energy: -20105.4054 eV
* E_HOMO: -8.85 eV

---

DFT (ωB97M-V/def2-TZVPD) results for an isolated molecule of C4H6N2OS.

XYZ file:
```
14
Properties=species:S:1:pos:R:3:forces:R:3:nbo_charge:R:1
H -2.4866 1.2778 -1.6819 2.31 -0.25 1.14 0.250
C 1.3318 -0.4903 0.0475 0.72 0.46 1.16 0.030
H 1.2899 -1.5751 2.1116 -2.44 -1.92 -1.49 0.395
C -1.5829 1.5415 -0.9580 -2.09 0.32 -1.93 -0.682
H 1.4434 1.4247 -0.9995 -1.05 -0.45 0.45 0.255
O -0.9088 -0.6339 0.1053 -0.68 0.10 0.34 -0.281
H -1.0346 2.3773 -1.4282 -0.13 -0.60 0.08 0.244
H -2.1663 2.0099 -0.1876 0.09 -0.03 1.05 0.247
C 0.7770 0.6585 -0.5544 -0.42 0.67 -1.27 -0.366
C -0.5969 0.5290 -0.5054 2.15 0.09 -0.06 0.374
N 0.3457 -2.0370 1.6282 1.40 1.57 -0.98 -0.654
S 2.8350 -0.7445 0.7023 0.64 0.05 -0.34 -0.214
H 0.4398 -3.0390 1.3410 0.41 1.32 0.64 0.380
N 0.3135 -1.2990 0.3792 -0.92 -1.33 1.21 0.021
```
Positions in Å, forces in eV/Å.

* SMILES: Cc1cc(=S)n(N)o1
* net charge: 0
* lowest unoccupied orbital energy: 0.22 eV
* frontier orbital gap: 0.3161 Ha
* energy: -20104.8980 eV
* E_HOMO: -8.38 eV

---

DFT (ωB97M-V/def2-TZVPD) results for an isolated molecule of C4H6N2OS.

XYZ file:
```
14
Properties=species:S:1:pos:R:3:forces:R:3:nbo_charge:R:1
C 1.6237 -0.5805 -1.3580 0.62 -1.36 2.55 0.187
H -1.1765 2.2079 1.9840 0.29 -2.01 0.97 0.219
C -0.0065 0.2993 -0.0440 1.52 2.42 -2.43 -0.175
H -2.1896 1.0793 2.8873 -0.38 -0.59 0.40 0.224
H 2.2650 -1.4248 -1.6931 -0.76 0.75 0.31 0.209
N 1.6846 0.6487 -1.7288 -1.85 -0.29 1.60 -0.421
C 0.6676 1.2072 -0.9294 -0.65 3.30 1.59 -0.057
H 0.6442 2.4130 -0.7977 -0.36 -3.25 -0.66 0.214
H 0.2359 -2.5024 0.6071 -0.08 -0.23 1.27 0.475
N 0.7518 -0.8038 -0.1492 3.21 -3.05 -4.63 -0.113
C -1.2870 1.0931 2.3137 -3.08 3.81 -4.57 -0.658
H -0.4681 0.6740 2.6821 3.31 -1.53 2.01 0.202
S -1.5594 0.2447 0.6099 -1.34 0.65 2.12 0.234
O 0.3249 -2.1737 -0.2718 -0.44 1.40 -0.53 -0.540
```
Positions in Å, forces in eV/Å.

* SMILES: CSc1cncn1O
* net charge: 0
* lowest unoccupied orbital energy: 0.48 eV
* frontier orbital gap: 0.3302 Ha
* energy: -20104.1927 eV
* E_HOMO: -8.51 eV

---

DFT (ωB97M-V/def2-TZVPD) results for an isolated molecule of C4H6N2OS.

XYZ file:
```
14
Properties=species:S:1:pos:R:3:forces:R:3:nbo_charge:R:1
O 1.7319 1.3671 0.0056 0.05 0.13 -0.05 -0.494
C -2.2280 -0.5422 0.0025 -0.70 0.29 -0.04 0.282
C 2.6561 0.2939 -0.0054 0.31 -0.11 0.76 -0.168
H -3.4135 0.9370 0.0031 -0.57 -0.03 -0.01 0.351
H 3.2933 0.3447 0.9107 -0.46 0.00 -0.70 0.193
H 3.2818 0.3481 -0.8957 -0.03 0.04 0.00 0.193
C 0.2113 -0.3780 0.0037 0.41 1.60 0.01 -0.079
N -2.4360 0.7213 -0.0013 0.81 -0.71 0.02 -0.732
C 0.4191 0.9605 0.0032 -0.44 -1.15 -0.08 0.057
H -0.9047 -2.0958 -0.0004 -0.11 0.26 0.00 0.407
S 1.7286 -1.2955 -0.0004 -0.05 0.06 0.00 0.177
H -0.3369 1.7425 -0.0269 0.41 -0.35 0.07 0.254
H -3.0241 -1.3145 -0.0021 0.41 0.37 0.02 0.156
N -0.9789 -1.0890 0.0035 -0.05 -0.39 -0.01 -0.595
```
Positions in Å, forces in eV/Å.

* SMILES: [H]/N=C/NC1=COCS1
* net charge: 0
* lowest unoccupied orbital energy: 0.56 eV
* frontier orbital gap: 0.2912 Ha
* energy: -20106.8003 eV
* E_HOMO: -7.36 eV

---

DFT (ωB97M-V/def2-TZVPD) results for an isolated molecule of C4H6N2OS2.

XYZ file:
```
15
Properties=species:S:1:pos:R:3:forces:R:3:nbo_charge:R:1
S 1.5380 2.0907 -1.4474 0.56 0.91 -0.95 0.114
C 0.2193 -0.2347 -0.5424 -0.57 -0.29 -0.38 0.387
C 1.0844 1.1597 -0.2648 -1.73 -3.48 1.50 -0.365
N 2.9697 -1.5759 1.2078 1.06 0.03 0.58 -0.319
H -1.2133 0.2822 0.8766 0.38 0.52 -0.14 0.352
S 1.0959 1.3520 1.4451 1.33 2.03 -0.31 0.133
H 1.7383 2.5982 1.3342 -0.66 -1.18 0.54 0.165
H -1.6746 -0.7831 -0.1485 0.16 0.65 -0.75 0.358
C 1.9289 -1.7239 0.7690 -1.31 -0.34 -1.00 0.265
H 0.2716 0.5341 -2.2752 -0.36 -2.13 0.28 0.484
N -1.1362 0.1020 -0.1278 -0.84 -0.92 1.52 -0.836
H -0.1410 -1.8536 0.9294 -0.03 -0.99 -0.64 0.250
C 0.6042 -1.8082 0.1305 1.20 4.30 -0.03 -0.539
O 0.0885 -0.4187 -1.9143 1.40 1.61 -0.43 -0.736
H 0.6499 -2.3864 -0.7784 -0.58 -0.72 0.24 0.286
```
Positions in Å, forces in eV/Å.

* SMILES: N#CC[C@](N)(O)C(=S)S
* net charge: 0
* lowest unoccupied orbital energy: -0.63 eV
* frontier orbital gap: 0.3319 Ha
* energy: -30941.2575 eV
* E_HOMO: -9.66 eV

---

DFT (ωB97M-V/def2-TZVPD) results for an isolated molecule of C4H6N2S.

XYZ file:
```
13
Properties=species:S:1:pos:R:3:forces:R:3:nbo_charge:R:1
H -2.5512 2.0498 -0.3768 0.77 -2.50 0.53 0.227
C 2.3748 0.6061 0.1063 6.92 -0.91 0.03 0.114
C -2.2677 0.9411 -0.0683 -1.98 0.76 2.10 -0.609
S 4.7625 -0.7307 -0.0536 -2.37 -1.32 -1.38 0.195
N 0.1001 1.3064 0.2067 -0.72 1.27 0.07 -0.221
C 3.7891 0.5919 0.2046 -3.42 0.23 0.80 -0.347
N 1.2691 0.9748 0.1954 -2.40 0.08 -0.71 -0.015
H -0.6487 -0.5116 -0.3089 -0.19 -2.00 0.25 0.193
H 5.8700 -0.3987 0.4899 1.64 1.20 0.77 0.101
H -2.8895 0.2000 -0.5416 -1.00 0.21 -0.54 0.211
H -0.9030 0.6882 -1.5009 0.70 0.32 -2.54 0.199
C -0.9167 0.4793 -0.4931 1.01 2.09 2.57 -0.262
H -2.5579 0.7816 1.0592 1.04 0.57 -1.95 0.214
```
Positions in Å, forces in eV/Å.

* SMILES: CC/N=N\C#CS
* net charge: 0
* lowest unoccupied orbital energy: -0.64 eV
* frontier orbital gap: 0.2772 Ha
* energy: -18055.0512 eV
* E_HOMO: -8.19 eV

---

DFT (ωB97M-V/def2-TZVPD) results for an isolated molecule of C4H6N2S.

XYZ file:
```
13
Properties=species:S:1:pos:R:3:forces:R:3:nbo_charge:R:1
H 0.5526 2.4104 -0.3626 -0.23 0.15 0.48 0.235
S -2.4658 -0.6031 0.0647 1.54 -0.28 0.04 0.176
C 1.2412 -1.5596 0.0283 -0.99 -0.46 0.45 -0.042
H 2.3849 0.3261 -0.0612 0.05 0.09 0.14 0.228
C 1.4480 -0.1911 0.0383 -0.34 0.91 -0.38 -0.359
N -0.6762 -0.6713 0.1000 -1.06 -0.92 -0.10 -0.284
N -0.0500 -1.9011 0.0980 0.13 1.49 -0.15 -0.288
H 1.9848 -2.3139 0.0469 0.43 -0.63 -0.11 0.207
C -0.2752 1.8236 0.0501 -0.06 -0.61 -0.56 -0.652
C 0.1825 0.3801 0.0542 -0.41 0.01 -0.04 0.162
H -0.5866 2.1330 1.0518 0.34 0.17 -0.11 0.230
H -1.1438 1.9983 -0.6139 0.39 -0.33 0.23 0.232
H -2.5963 -1.8315 -0.4944 0.22 0.41 0.11 0.153
```
Positions in Å, forces in eV/Å.

* SMILES: Cc1ccnn1S
* net charge: 0
* lowest unoccupied orbital energy: 0.59 eV
* frontier orbital gap: 0.3486 Ha
* energy: -18059.4736 eV
* E_HOMO: -8.90 eV

---

DFT (ωB97M-V/def2-TZVPD) results for an isolated molecule of C4H6N2S.

XYZ file:
```
13
Properties=species:S:1:pos:R:3:forces:R:3:nbo_charge:R:1
C -0.2236 -0.9513 -0.0692 -0.30 -0.12 -0.10 -0.331
H -3.3577 -0.5722 1.0948 0.22 0.06 -0.07 0.120
N 2.3359 -0.4354 -0.1352 -0.62 -1.70 0.47 -0.837
S -3.0623 -0.2096 -0.1686 -0.21 -0.36 -0.11 0.004
H 1.3179 1.8576 -0.1114 -1.40 -1.09 0.07 0.428
H -1.2380 2.2212 -0.1694 0.02 -0.40 0.20 0.220
H -0.2466 -2.0404 -0.1477 -0.20 0.51 0.18 0.230
C 0.9169 -0.1959 -0.0622 0.82 0.36 0.09 0.266
N 0.5758 1.1203 -0.0460 1.46 1.12 -0.33 -0.512
C -0.7699 1.2433 -0.0855 -0.34 1.05 0.17 -0.056
H 2.6476 -0.8317 0.7796 -0.18 0.41 -1.04 0.371
C -1.3221 -0.0035 -0.0559 0.35 -0.40 -0.10 -0.277
H 2.4262 -1.2023 -0.8232 0.41 0.57 0.55 0.373
```
Positions in Å, forces in eV/Å.

* SMILES: Nc1cc(S)c[nH]1
* net charge: 0
* lowest unoccupied orbital energy: 0.89 eV
* frontier orbital gap: 0.3388 Ha
* energy: -18060.3733 eV
* E_HOMO: -8.33 eV

---

DFT (ωB97M-V/def2-TZVPD) results for an isolated molecule of C4H6N2S.

XYZ file:
```
13
Properties=species:S:1:pos:R:3:forces:R:3:nbo_charge:R:1
H -1.4716 1.7315 1.9743 -1.13 -1.84 -2.53 0.145
C 0.2049 -1.0432 0.1656 1.24 -2.67 -1.91 -0.081
N -0.2483 0.1379 -1.8303 -3.54 -5.04 -4.54 -0.206
C 0.8041 0.2732 0.1898 3.60 3.79 -2.70 -0.313
N -0.3768 -1.0024 -1.1135 -2.89 -3.07 -2.74 -0.464
H 0.7667 -1.9507 0.4685 -0.77 0.63 -0.16 0.229
H -0.0662 -0.2806 1.9897 0.96 -0.65 4.81 0.220
H 1.7415 0.5233 0.6157 1.00 0.21 0.02 0.220
H -0.6527 -1.8041 -1.7049 0.28 0.81 1.17 0.401
C 0.3611 0.9096 -1.1840 7.07 4.86 6.71 0.036
C -0.2195 -0.0159 1.0606 -5.64 0.91 -0.62 -0.339
S -1.8472 0.7709 0.8176 1.05 1.77 3.13 -0.050
H 1.0041 1.7505 -1.4491 -1.22 0.31 -0.64 0.203
```
Positions in Å, forces in eV/Å.

* SMILES: S[C@@H]1[C@@H]2C=NN[C@H]12
* net charge: 0
* lowest unoccupied orbital energy: 0.72 eV
* frontier orbital gap: 0.3386 Ha
* energy: -18056.3020 eV
* E_HOMO: -8.49 eV

---

DFT (ωB97M-V/def2-TZVPD) results for an isolated molecule of C4H6N2S.

XYZ file:
```
13
Properties=species:S:1:pos:R:3:forces:R:3:nbo_charge:R:1
H -0.4876 -1.7327 -1.6991 0.59 0.19 0.41 0.205
C -0.9946 1.4730 0.5175 -0.28 0.13 0.00 -0.091
H 1.2845 -1.3930 -1.5499 -0.14 -0.02 0.11 0.228
C 0.3500 -1.5260 -0.9988 -0.67 -0.19 -0.31 -0.402
H -1.6607 2.3013 0.7486 0.28 -0.39 -0.15 0.233
H -1.8744 0.1924 -1.0768 0.10 0.21 0.21 0.228
N 0.0285 -0.3287 -0.2440 0.40 0.04 0.24 -0.370
H 0.6043 1.8872 1.8722 0.07 -0.06 0.04 0.432
N 0.2066 1.2819 1.1773 -0.02 0.06 -0.10 -0.537
C 0.8601 0.1797 0.7155 -0.06 -0.07 -0.04 0.239
C -1.1048 0.4581 -0.3639 -0.19 -0.09 -0.23 -0.079
H 0.4508 -2.3739 -0.3156 0.09 0.13 -0.11 0.226
S 2.3373 -0.4193 1.2168 -0.15 0.05 -0.08 -0.311
```
Positions in Å, forces in eV/Å.

* SMILES: Cn1cc[nH]c1=S
* net charge: 0
* lowest unoccupied orbital energy: 0.80 eV
* frontier orbital gap: 0.3071 Ha
* energy: -18060.9634 eV
* E_HOMO: -7.56 eV